ORCA calculation (ωB97M-V with the def2-TZVPD basis set) on a structure of composition C39H50BClIrN2O9S3Si in a non-equilibrium geometry.

As for the spin multiplicity: 2. The total energy is -119093.7820 eV. As for the total charge: -2. As for the HOMO energy (alpha / beta): -0.268 / -0.648 eV.

XYZ file:
```
107
C39H50BClIrN2O9S3Si (ωB97M-V with the def2-TZVPD basis set)
Ir -1.7046 0.4815 1.8236
S -2.4782 2.3166 3.4103
C -3.2275 3.4662 2.3363
C -3.9781 4.4893 2.9218
C -4.6331 5.4334 2.1618
C -4.5605 5.3657 0.7752
C -3.8089 4.3783 0.1787
C -3.1166 3.4243 0.9307
S -2.1428 2.2797 0.0574
H -4.0359 4.5179 4.0004
H -5.1990 6.2212 2.6444
H -5.0892 6.0878 0.1629
H -3.7389 4.3182 -0.8986
O 0.4727 -2.5951 6.5956
C 1.3695 -1.6729 6.3024
O 2.3741 -1.5493 6.9862
C 1.1090 -0.7988 5.1432
C 1.9136 0.2825 4.7683
Cl 3.3262 0.7651 5.5881
N 1.3595 0.9062 3.6680
N 0.2102 0.2375 3.3460
C 0.0606 -0.7812 4.2003
C -1.0593 -1.7309 3.9673
O -1.2827 -2.6404 4.8055
O -1.7014 -1.5858 2.9016
C 1.7952 1.9709 2.9085
C 0.9972 2.4240 1.8418
C 1.3753 3.4831 1.0595
C 2.5849 4.1397 1.2815
C 3.3929 3.6895 2.3196
C 3.0176 2.6386 3.1249
H -0.3019 -2.6349 5.8863
H 0.0631 1.9136 1.6421
H 0.7035 3.8116 0.2776
H 2.8862 4.9764 0.6655
H 4.3463 4.1678 2.5084
H 3.6725 2.3401 3.9195
C -4.2230 -2.6325 1.4062
C -4.6085 -1.3129 2.0657
C -6.1401 -1.1811 2.0766
C -3.9746 -0.1291 1.3624
H -4.7264 -3.4703 1.8930
H -3.1510 -2.7786 1.4896
H -4.5012 -2.6352 0.3514
H -4.2727 -1.3381 3.1059
H -6.5252 -1.1718 1.0556
H -6.4368 -0.2568 2.5704
H -6.5953 -2.0199 2.6071
H -4.4968 0.7932 1.6288
H -4.0179 -0.2517 0.2781
C 5.3362 0.0382 -1.1515
C 4.3009 -0.7270 -0.3199
C 4.9246 -2.0066 0.2473
C 3.7580 0.1357 0.8114
O 3.2526 -1.1249 -1.1989
Si 1.8680 -0.3945 -1.6311
S 0.5108 -0.6382 0.0399
O 2.1882 1.1544 -1.9533
C 1.8792 2.0856 -2.9795
C 0.3692 2.1769 -3.1785
C 2.4599 3.4283 -2.5264
C 2.5712 1.6258 -4.2695
O 1.3174 -1.1608 -2.9546
C 1.6623 -2.3803 -3.5963
C 1.5525 -3.5482 -2.6181
C 0.6666 -2.5629 -4.7471
C 3.0960 -2.2757 -4.1252
H 6.1946 0.3036 -0.5402
H 4.8806 0.9414 -1.5438
H 5.6729 -0.5760 -1.9859
H 5.7831 -1.7556 0.8671
H 5.2473 -2.6635 -0.5581
H 4.1929 -2.5318 0.8546
H 4.5386 0.3834 1.5262
H 2.9644 -0.4016 1.3221
H 3.3307 1.0502 0.4116
H -0.1165 2.4279 -2.2393
H -0.0111 1.2141 -3.5084
H 0.1294 2.9346 -3.9214
H 1.9582 3.7609 -1.6237
H 2.3450 4.1754 -3.3093
H 3.5177 3.3138 -2.2997
H 2.1973 0.6410 -4.5286
H 3.6440 1.5582 -4.1073
H 2.3755 2.3154 -5.0877
H 0.5227 -3.6753 -2.3024
H 2.1563 -3.3336 -1.7424
H 1.8977 -4.4698 -3.0801
H -0.3480 -2.4719 -4.3669
H 0.7870 -3.5464 -5.1966
H 0.8191 -1.8036 -5.5107
H 3.7581 -2.0792 -3.2888
H 3.1787 -1.4520 -4.8300
H 3.3954 -3.1963 -4.6195
O -1.6914 -1.0780 -1.6744
B -0.8178 -1.5775 -0.7321
O -1.0336 -2.9248 -0.5267
C -2.0894 -3.2547 -1.3215
C -2.7172 -4.4861 -1.4779
C -3.7820 -4.5163 -2.3829
C -4.1930 -3.3924 -3.0724
C -3.5578 -2.1538 -2.9190
C -2.4919 -2.1225 -2.0266
H -2.4226 -5.3486 -0.9063
H -4.3071 -5.4484 -2.5271
H -5.0341 -3.4679 -3.7474
H -3.8915 -1.2663 -3.4292
```